(1)
15
Properties=species:S:1:pos:R:3:lowdin_charge:R:1 method="wB97M-V/def2-TZVPD" smiles="CC/N=C1/CO1.[H][H]" total_energy_ev=-7828.740 homo_ev=-10.00 gap_ev=11.0 lumo_ev=1.03
C -2.21 0.39 0.34 -0.10
C -1.28 -0.47 -0.50 -0.27
N 0.07 0.10 -0.48 0.08
C 0.98 -0.57 0.06 -0.42
O 1.20 -1.75 0.67 0.05
C 2.32 -0.78 0.51 0.00
H -3.25 0.07 0.23 0.07
H -2.13 1.44 0.03 0.07
H -1.94 0.33 1.40 0.07
H -1.30 -1.51 -0.15 0.11
H -1.61 -0.47 -1.55 0.11
H 1.41 2.09 -0.86 0.00
H 3.09 -1.11 -0.19 0.11
H 2.67 -0.35 1.44 0.11
H 1.96 2.59 -0.93 0.02

=====

(2)
18
Properties=species:S:1:pos:R:3:lowdin_charge:R:1 method="wB97M-V/def2-TZVPD" smiles="CC(C)C(N)=O.O" total_energy_ev=-9911.366 homo_ev=-9.94 gap_ev=10.7 lumo_ev=0.78
N 0.19 2.15 -1.68 0.14
C 0.02 1.18 -0.69 -0.52
C -0.42 -0.17 -1.19 -0.33
C 0.36 -1.41 -0.66 -0.07
C -1.93 -0.39 -0.78 -0.05
O -0.06 1.47 0.48 0.08
H 1.01 2.17 -2.24 0.09
H -0.08 3.06 -1.32 0.10
H -0.38 -0.25 -2.28 0.12
H 1.37 -1.37 -1.07 0.07
H 0.26 -1.50 0.42 0.08
H -0.05 -2.30 -1.14 0.08
H -2.31 0.42 -0.17 0.07
H -1.92 -1.23 -0.09 0.07
H -2.60 -0.57 -1.61 0.07
H 1.58 0.05 4.77 0.01
H 2.85 -0.59 4.31 0.04
O 2.12 -0.70 4.94 -0.05

=====

(3)
90
Properties=species:S:1:pos:R:3:lowdin_charge:R:1 method="wB97M-V/def2-TZVPD" charge=-2 total_energy_ev=-63040.759 homo_ev=0.70 gap_ev=3.2 lumo_ev=3.92
Li 3.24 1.28 -1.32 0.65
Li 1.92 0.44 1.20 0.56
P 4.22 -0.03 0.57 -0.15
O 3.16 -1.02 1.09 -0.48
O 5.52 -0.41 1.26 -0.47
O 3.55 1.37 0.61 -0.56
O 4.36 -0.31 -0.99 -0.53
O -0.89 0.32 -1.58 0.05
C 0.14 0.44 -0.67 -0.81
O -0.17 0.38 0.55 -0.07
O 1.32 0.57 -1.02 -0.06
H -1.62 0.22 -0.93 0.06
C -0.55 -0.91 3.87 -0.18
C -0.62 0.46 4.52 -0.16
C 0.47 1.24 3.76 -0.20
O 1.32 0.29 3.15 -0.18
C 0.91 -1.02 3.51 -0.20
H -1.15 -0.90 2.96 0.10
H -0.90 -1.73 4.50 0.11
H -0.36 0.36 5.58 0.10
H -1.59 0.96 4.51 0.10
H 1.02 1.88 4.45 0.12
H -0.01 1.83 2.97 0.11
H 1.49 -1.34 4.39 0.13
H 1.12 -1.77 2.76 0.11
C -5.40 -1.58 -0.79 -0.17
C -4.51 -2.29 0.23 -0.15
C -3.27 -1.38 0.36 -0.17
O -3.52 -0.20 -0.42 -0.16
C -4.48 -0.52 -1.41 -0.22
H -6.27 -1.06 -0.38 0.10
H -5.77 -2.27 -1.55 0.10
H -4.20 -3.29 -0.07 0.10
H -5.05 -2.42 1.18 0.10
H -2.38 -1.86 -0.04 0.11
H -3.17 -1.08 1.40 0.12
H -4.01 -0.90 -2.33 0.12
H -5.06 0.33 -1.77 0.12
C 1.33 4.06 0.93 -0.15
C 0.31 4.86 1.72 -0.17
C 0.83 4.89 3.16 -0.22
O 2.22 4.65 3.03 -0.16
C 2.41 3.70 1.95 -0.17
H 1.75 4.61 0.09 0.11
H 0.95 3.14 0.48 0.09
H -0.73 4.51 1.65 0.09
H 0.25 5.91 1.42 0.10
H 0.43 4.09 3.79 0.09
H 0.67 5.85 3.66 0.11
H 2.28 2.70 2.36 0.09
H 3.43 3.83 1.60 0.12
C 2.93 -2.47 -4.88 -0.18
C 3.46 -3.85 -4.55 -0.20
C 3.29 -3.95 -3.05 -0.23
O 3.36 -2.63 -2.57 -0.12
C 3.12 -1.66 -3.58 -0.18
H 1.88 -2.52 -5.19 0.10
H 3.45 -2.05 -5.76 0.09
H 4.52 -3.89 -4.84 0.10
H 2.98 -4.69 -5.08 0.10
H 4.04 -4.62 -2.62 0.12
H 2.29 -4.33 -2.78 0.11
H 3.99 -1.00 -3.65 0.11
H 2.22 -1.11 -3.33 0.11
C -1.86 5.14 -1.26 -0.15
C -1.48 3.67 -1.54 -0.15
C -2.79 3.05 -1.99 -0.20
O -3.55 4.10 -2.59 -0.15
C -3.26 5.28 -1.85 -0.23
H -1.17 5.72 -1.88 0.11
H -1.84 5.44 -0.22 0.09
H -1.22 3.15 -0.61 0.10
H -0.72 3.57 -2.30 0.12
H -3.32 2.68 -1.09 0.12
H -2.64 2.19 -2.64 0.11
H -4.03 5.44 -1.08 0.11
H -3.34 6.15 -2.50 0.11
C 0.12 -5.48 0.31 -0.19
C -0.67 -4.19 0.36 -0.18
C 0.33 -3.19 -0.24 -0.18
O 1.62 -3.78 -0.12 -0.11
C 1.53 -4.99 0.61 -0.21
H 0.12 -5.96 -0.67 0.11
H -0.20 -6.20 1.07 0.10
H -0.92 -3.96 1.40 0.11
H -1.58 -4.26 -0.23 0.09
H 0.35 -2.25 0.32 0.11
H 0.08 -2.92 -1.27 0.12
H 1.67 -4.83 1.69 0.12
H 2.31 -5.66 0.27 0.12

=====

(4)
8
Properties=species:S:1:pos:R:3:lowdin_charge:R:1 method="wB97M-V/def2-TZVPD" smiles="O=c1ncnno1" total_energy_ev=-10651.581 homo_ev=-10.48 gap_ev=9.4 lumo_ev=-1.10
C -0.09 0.97 -0.27 -0.46
C -0.99 -1.09 -0.25 -0.16
H -2.02 -1.61 -0.16 0.15
N -1.08 0.10 -0.56 0.16
N 0.21 -1.71 0.23 0.07
N 1.04 -0.88 0.79 0.00
O -0.07 2.05 -0.65 0.21
O 0.98 0.41 0.67 0.04